Here is an isolated ion of composition C7H9FN and charge +1 at a distorted geometry from the Open Molecules 2025 dataset. Energies are from ωB97M-V/def2-TZVPD.

Element x y z (Å)
C: 2.9067 -0.6862 0.1899
N: 2.0160 0.0523 0.1699
C: 0.9480 0.7790 0.1073
C: 1.0894 2.2584 0.0400
C: -0.5961 -0.0725 -0.0008
C: -1.8992 0.6309 -0.1867
C: -0.4928 -1.4925 0.0564
C: -1.4488 -2.4605 0.1915
F: 0.7275 -2.0139 -0.0715
H: 3.7226 -1.3365 0.2748
H: 1.8848 2.2468 -0.7579
H: 1.3766 2.7090 0.9394
H: 0.1942 2.8405 -0.2999
H: -2.2150 0.3316 -1.2403
H: -2.5251 0.3946 0.5820
H: -1.8189 1.6688 -0.4265
H: -1.3234 -3.5549 0.1287
H: -2.5465 -2.2950 0.3037

Properties
E_tot	-426.29250	a.u.
gap between HOMO and LUMO (spin up / spin down)	0.243 / 0.289	Eh
E_HOMO (spin up / spin down)	-12.39 / -13.00	eV
charge	+1
energy relative to the best compared isomer or geometry (same formula, charge and spin)	139.2	kcal/mol
SMILES	C#[N+]/C(C)=C(/C)C(=C)F
M	126.154	g mol⁻¹

=====

Here is one molecule with the formula C7H9FN2 at a distorted geometry from the Open Molecules 2025 dataset. Energies are from ωB97M-V/def2-TZVPD.

Element x y z (Å)
C: 1.6585 1.2263 -2.3207
C: 0.8276 0.0107 -2.0420
C: 0.2756 -0.2724 -0.8160
N: 0.7196 0.4395 0.2477
C: 0.2153 0.7571 1.3464
C: -1.2810 0.5111 1.6866
C: -1.2363 -1.0133 1.9729
N: -0.9946 -1.7327 0.7342
C: -0.4389 -1.4401 -0.3293
F: -0.4683 -2.3817 -1.3194
H: 2.0134 1.3240 -1.2997
H: 0.9746 1.9507 -2.5991
H: 2.4343 1.0206 -3.1445
H: 0.6715 -0.6116 -2.9082
H: 0.8136 1.0711 2.1552
H: -1.6848 0.9646 2.5853
H: -2.0114 0.8037 0.9621
H: -0.3315 -1.3242 2.6169
H: -2.1569 -1.3036 2.4715

Properties
E_tot	-481.41795	a.u.
gap between HOMO and LUMO	0.324	Eh
E_HOMO	-8.37	eV
charge	0
energy relative to the best compared isomer or geometry (same formula, charge and spin)	42.7	kcal/mol
SMILES	C/C=C1\N=CCCN=C1F
M	140.161	g mol⁻¹

=====

Here is one molecule with the formula C7H9N at a distorted geometry from the Open Molecules 2025 dataset. Energies are from ωB97M-V/def2-TZVPD.

Element x y z (Å)
C: -1.9810 1.0609 -1.0935
C: -0.7960 1.4369 -1.4461
C: 0.5195 0.5053 -1.3532
C: 0.4380 -0.3549 -0.1071
C: 0.9079 -1.7244 0.1747
C: 0.9052 -1.7661 1.5873
N: 0.5543 -0.6380 2.1498
C: 0.2253 0.2145 1.0515
H: -2.9265 1.7199 -1.0706
H: -2.1297 0.0673 -0.7886
H: -0.6615 2.4538 -1.8348
H: 1.3071 1.2352 -1.2130
H: 0.6858 -0.0487 -2.2997
H: 1.3393 -2.4802 -0.4482
H: 1.2070 -2.5811 2.2779
H: 0.4175 -0.3908 3.1542
H: -0.0122 1.2904 1.2595

Properties
E_tot	-326.81466	a.u.
gap between HOMO and LUMO	0.333	Eh
E_HOMO	-8.06	eV
charge	0
energy relative to the best compared isomer or geometry (same formula, charge and spin)	47.9	kcal/mol
SMILES	C=CCc1cc[nH]c1
M	107.156	g mol⁻¹

=====

Here is one molecule with the formula C7H9N at a distorted geometry from the Open Molecules 2025 dataset. Energies are from ωB97M-V/def2-TZVPD.

Element x y z (Å)
C: 1.1124 -1.0407 -1.3891
C: 0.1213 -0.5474 -0.4002
C: -0.5664 -1.4656 0.4381
C: -1.4308 -0.8946 1.3974
C: -1.3471 0.4866 1.6218
C: -0.7135 1.3478 0.8019
C: 0.0921 0.8170 -0.2342
N: 0.9120 1.6195 -1.0721
H: 0.6060 -1.0232 -2.4272
H: 2.0824 -0.4896 -1.3639
H: 1.5250 -2.0462 -1.2187
H: -0.3524 -2.5904 0.3877
H: -2.1959 -1.5042 2.0205
H: -1.9403 0.8524 2.5412
H: -0.7108 2.4011 0.9592
H: 2.0007 1.5358 -0.7585
H: 0.8052 2.5416 -1.3040

Properties
E_tot	-326.84314	a.u.
gap between HOMO and LUMO	0.341	Eh
E_HOMO	-8.33	eV
charge	0
energy relative to the best compared isomer or geometry (same formula, charge and spin)	30.0	kcal/mol
SMILES	Cc1ccccc1N
M	107.156	g mol⁻¹

=====

Here is one molecule with the formula C7H9N at a distorted geometry from the Open Molecules 2025 dataset. Energies are from ωB97M-V/def2-TZVPD.

Element x y z (Å)
C: -0.0900 -2.1797 -1.4444
N: 0.9342 -1.3341 -0.7316
C: 0.4075 -0.2603 -0.0233
C: -0.5678 0.5655 -0.6735
C: -1.0183 1.7075 -0.1120
C: -0.7002 1.9835 1.2354
C: 0.2256 1.2095 1.8669
C: 0.9059 0.1425 1.1943
H: 0.5638 -2.9354 -1.8922
H: -0.4491 -1.5726 -2.2571
H: -0.8759 -2.4927 -0.7579
H: 1.7142 -1.8699 -0.4003
H: -0.7833 0.4980 -1.7314
H: -1.3823 2.5458 -0.6739
H: -0.9668 2.9190 1.7265
H: 0.3977 1.4250 2.9425
H: 1.6847 -0.3516 1.7320

Properties
E_tot	-326.85361	a.u.
gap between HOMO and LUMO	0.326	Eh
E_HOMO	-7.80	eV
charge	0
energy relative to the best compared isomer or geometry (same formula, charge and spin)	23.4	kcal/mol
SMILES	CNc1ccccc1
M	107.156	g mol⁻¹

=====

Here is C7H9N as an isolated structure at a distorted geometry from the Open Molecules 2025 dataset. Energies are from ωB97M-V/def2-TZVPD.

Element x y z (Å)
C: 0.0314 1.1382 1.1835
C: 1.3421 1.3386 1.0548
C: 0.8079 0.0422 -0.4421
C: 0.7556 -1.3430 -0.6669
C: -0.4717 -1.8625 -0.8469
C: -1.6121 -1.0245 -0.7163
C: -1.4507 0.3933 -0.6760
H: -0.3604 0.1474 1.5786
H: -0.5408 2.0826 0.9940
H: 2.1989 0.6469 1.2739
H: 1.5865 2.3466 0.6806
H: 1.8961 0.4117 -0.3801
H: 1.7612 -1.8154 -0.2489
H: -0.7718 -2.9991 -0.8352
H: -2.6987 -1.5347 -0.7077
H: -2.2479 1.0764 -0.6133
N: -0.2255 0.9553 -0.6322

Properties
E_tot	-326.60980	a.u.
gap between HOMO and LUMO	0.245	Eh
E_HOMO	-6.50	eV
charge	0
energy relative to the best compared isomer or geometry (same formula, charge and spin)	176.4	kcal/mol
M	107.156	g mol⁻¹

=====

Here is one molecule with the formula C7H9N at a distorted geometry from the Open Molecules 2025 dataset. Energies are from ωB97M-V/def2-TZVPD.

Element x y z (Å)
C: 1.5803 2.0530 0.4400
C: 1.6794 1.0532 1.2108
C: 0.0054 1.7765 -0.9055
C: 0.8938 -0.3372 0.6477
C: -0.7350 0.6758 -0.6465
C: 1.6854 -1.6999 0.7375
C: -2.2398 0.5034 -0.4845
N: -0.1505 -0.4191 -0.0027
H: 2.2311 0.8746 2.1959
H: -0.3843 2.2333 -1.7684
H: 1.8089 2.9225 -0.0108
H: 1.4279 -2.5820 1.3012
H: 2.5606 -1.2076 1.3289
H: 2.0759 -2.1839 -0.2439
H: -2.8619 1.3049 -0.6261
H: -2.2371 0.2111 0.6506
H: -2.5683 -0.4346 -1.0323

Properties
E_tot	-326.63569	a.u.
gap between HOMO and LUMO	0.333	Eh
E_HOMO	-8.09	eV
charge	0
energy relative to the best compared isomer or geometry (same formula, charge and spin)	160.2	kcal/mol
M	107.156	g mol⁻¹